(1)
The following is a quantum chemistry calculation of 7 unconnected molecules or ions with the total composition C33H41N7O11, from the OMol25 dataset.

Results
Orbital gap, eV: 7.750
Energy above the lowest of the compared OMol25 structures with the same formula, charge and spin, kJ/mol: 1780.0
SMILES: O=[N+]([O-])c1ccccc1.O=[N+]([O-])c1ccccc1.O=[N+]([O-])c1ccccc1.O=[N+]([O-])c1ccccc1.CN(C)C=O.CN(C)C=O.CN(C)C=O
HOMO energy, eV: -8.945

The geometry in ORCA input format:
```
! RIJCOSX wB97M-V def2-TZVPD def2/J DEFGRID3
* xyz 0 1
C -3.32079 3.16749 -1.66430
C -4.04579 2.11949 -0.80630
C -3.82479 2.15749 0.64270
C -3.23879 3.43349 1.28470
C -2.56479 4.57349 0.38970
C -2.62579 4.30249 -1.06830
N -3.18279 3.66949 2.76970
O -3.01479 4.86249 3.11070
O -2.91679 2.67649 3.48070
H -3.66979 3.02649 -2.82430
H -4.40379 1.20549 -1.31630
H -4.29079 1.56149 1.39770
H -2.00179 5.44249 0.80670
H -2.32379 5.18149 -1.79030
C 3.07221 -1.13951 2.40070
C 1.88721 -1.73951 1.72570
C 1.89121 -2.06451 0.23970
C 3.31521 -2.12651 -0.44330
C 4.49321 -1.59051 0.30370
C 4.36721 -0.97251 1.65070
N 3.38621 -2.41751 -1.91630
O 4.48821 -2.47651 -2.40130
O 2.38821 -2.30551 -2.56630
H 2.93121 -0.81051 3.36070
H 0.93021 -1.70251 2.41270
H 1.16821 -2.38551 -0.30430
H 5.31421 -1.55451 -0.34730
H 5.28921 -0.59051 1.93570
C 0.14521 3.16849 -3.63630
C 1.39921 2.61649 -4.21130
C 1.71821 2.75849 -5.77530
C 0.76821 3.66049 -6.56230
C -0.60379 4.17749 -5.89430
C -0.80979 3.87749 -4.42630
N 0.90721 4.00849 -7.97730
O 1.45421 3.07149 -8.76330
O 0.54921 5.05849 -8.43730
H -0.01879 3.11649 -2.45130
H 2.22221 2.03849 -3.58930
H 2.66221 2.46249 -6.33430
H -1.32079 4.78449 -6.48930
H -1.72879 4.31249 -3.94630
C 0.53821 1.37649 3.74470
C 1.49921 2.52949 3.98970
C 1.93221 3.57449 2.81370
C 1.06621 3.54549 1.59570
C -0.02879 2.46549 1.41270
C -0.15579 1.34149 2.54370
N 1.53121 4.39849 0.56270
O 2.72521 4.65349 0.26870
O 0.64321 4.69249 -0.35530
H 0.41921 0.57249 4.50970
H 2.02821 2.43149 4.97970
H 2.89521 4.01549 3.06670
H -0.55879 2.42049 0.42970
H -0.83479 0.64249 2.47970
C 1.33021 -5.60651 -0.59630
O 0.88821 -5.65851 -1.70330
N 2.50421 -6.08851 -0.15730
C 3.14721 -5.77251 1.18870
C 3.49221 -6.48451 -1.22030
H 0.74821 -5.14951 0.24770
H 3.60521 -6.64451 1.42170
H 2.39521 -5.41251 1.88670
H 3.73721 -5.07351 1.22370
H 4.56721 -6.27851 -1.06230
H 3.47921 -5.83351 -1.95530
H 3.41621 -7.45851 -1.64130
C -0.24779 -0.67551 -2.21730
O 0.10221 0.40049 -1.75030
N -1.22879 -1.42451 -1.80130
C -1.57979 -2.83251 -2.31230
C -1.94479 -0.94051 -0.66230
H 0.26321 -1.02351 -3.30630
H -2.15679 -3.34151 -1.60630
H -0.54979 -3.53551 -2.54830
H -2.10979 -2.97851 -3.13530
H -1.19779 -0.59351 0.28770
H -2.67179 -1.56751 -0.41730
H -2.60179 -0.15051 -0.90230
C -2.99479 -2.34651 3.38570
O -2.26579 -1.69551 2.66070
N -3.09279 -1.86551 4.70170
C -3.83779 -2.55751 5.83470
C -2.63579 -0.50551 5.10470
H -3.44879 -3.25051 3.27370
H -3.89679 -3.66251 5.68670
H -4.90579 -2.52551 5.74370
H -3.41279 -2.37051 6.77270
H -2.78479 -0.25851 6.19870
H -2.98579 0.14849 4.51470
H -1.66579 -0.26151 4.85070
*
```

Atom charges from the Löwdin analysis, given in e for atoms 1 to 5: number 1, C, carries -0.071; number 2, C, carries -0.069; number 3, C, carries 0.003; number 4, C, carries -0.062; number 5, C, carries 0.037

---

(2)
The following is a quantum chemistry calculation of a gas-phase ion, C7H6ClN2OS (charge +1), from the OMol25 dataset.

Results
Orbital gap (alpha / beta), eV: 7.542 / 7.541
SMILES: [H]/N=[N+](/OCC#C)c1ccc(Cl)s1
HOMO energy (alpha / beta), eV: -13.313 / -13.313

The geometry in ORCA input format:
```
! RIJCOSX wB97M-V def2-TZVPD def2/J DEFGRID3
* xyz 1 1
C 3.10281 0.62189 -1.66559
C 2.57662 0.60648 -0.59509
C -2.09803 -0.80078 -0.84541
C -3.43058 -0.88835 -1.09740
C -1.80840 -0.02024 0.25196
C -4.21817 -0.14199 -0.17135
C 1.79969 0.61972 0.64207
N -0.55196 1.33145 1.70193
N -0.63059 0.43362 0.83138
O 0.43327 0.01260 0.24183
S -3.23203 0.76692 0.91721
Cl -5.92746 -0.00776 0.17308
H 3.56406 0.42177 -2.53620
H -1.26830 -1.53546 -1.30938
H -3.66491 -1.43193 -1.94737
H 1.45472 1.58749 1.09911
H 2.39567 -0.02396 1.41587
H -1.40930 1.72789 2.12687
*
```

Atom charges from the Löwdin analysis, given in e for atoms 1 to 5: number 1, C, carries 0.184; number 2, C, carries -0.088; number 3, C, carries -0.066; number 4, C, carries -0.124; number 5, C, carries -0.440

---

It is found that the max |F| values, taken in the order of the records, are 0.2218; 0.0924 Eh/bohr.